{"formula": "C3H4ClFO", "method": "ωB97M-V/def2-TZVPD", "symbols": ["Cl", "C", "O", "C", "H", "F", "H", "C", "H", "H"], "coordinates": [[3.087, -0.474, 0.587], [-2.095, 0.381, 0.104], [1.052, -0.261, -1.160], [1.484, -0.834, 0.030], [-2.048, -0.446, -0.674], [0.953, 1.655, 0.084], [1.067, -1.776, 0.346], [0.595, 0.349, -0.024], [-2.145, 1.280, -0.460], [-1.950, 0.125, 1.167]], "multiplicity": 3, "e_tot_ha": -751.777331, "e_above_lowest_kcal_mol": 51.1, "gap_ev": [8.8, 9.6]}


{"formula": "C3H3N3O", "method": "ωB97M-V/def2-TZVPD", "symbols": ["C", "C", "H", "O", "H", "N", "N", "C", "N", "H"], "coordinates": [[-0.578, 0.474, 0.691], [1.171, -0.891, -0.704], [1.692, -0.986, -1.678], [1.425, -1.620, 0.216], [-1.187, 0.502, 2.458], [-0.330, 0.406, 1.910], [-1.218, 0.185, -1.166], [0.186, 0.263, -0.596], [-1.805, 0.508, -0.103], [0.642, 1.158, -1.028]], "e_tot_ha": -355.512995, "e_above_lowest_kcal_mol": 79.6, "gap_ev": 9.5, "smiles": "[H]/N=C1\\N=N[C@@H]1C=O"}


{"formula": "C3H2BiFO2", "method": "ωB97M-V/def2-TZVPD", "symbols": ["O", "H", "C", "C", "H", "O", "F", "C", "Bi"], "coordinates": [[-0.503, -1.958, 0.283], [0.426, 1.281, -1.480], [0.105, 0.329, 0.374], [0.370, -1.079, -0.052], [1.007, 2.213, 0.021], [1.128, -1.116, -1.031], [-1.205, 0.464, 0.884], [0.652, 1.279, -0.414], [-1.980, -1.413, 1.415]], "e_tot_ha": -579.483954, "e_above_lowest_kcal_mol": 110.0, "gap_ev": [4.8, 5.4], "total_charge": 2}


{"formula": "C24H24F9NO2P2Ru", "method": "ωB97M-V/def2-TZVPD", "symbols": ["C", "O", "F", "H", "H", "H", "Ru", "F", "H", "C", "C", "N", "H", "C", "C", "H", "P", "H", "H", "C", "F", "C", "F", "H", "F", "H", "F", "H", "F", "C", "H", "F", "P", "H", "C", "C", "C", "H", "H", "C", "H", "H", "C", "C", "C", "H", "C", "F", "H", "H", "C", "O", "H", "C", "H", "C", "C", "H", "C", "H", "C", "C", "C"], "coordinates": [[-0.108, -0.260, 3.554], [-2.503, -0.695, -0.056], [3.828, -2.949, 0.140], [0.111, -1.336, 3.511], [3.664, 0.234, -2.142], [-5.383, 2.558, 0.891], [0.448, -0.973, 0.453], [3.685, -5.132, 0.370], [2.814, 1.493, 1.795], [-0.305, 1.866, -2.713], [3.052, -4.042, -0.124], [-1.095, 2.208, -0.464], [-2.276, 2.456, 3.922], [-1.362, 2.046, -1.799], [-3.952, 2.507, 2.525], [0.319, 0.182, 4.464], [0.601, 0.532, 2.071], [0.469, 2.895, 1.569], [2.493, 1.060, 3.515], [3.191, 0.031, -1.171], [-0.568, -4.794, 0.734], [1.614, -3.809, 0.479], [2.130, -4.763, 2.638], [1.274, -2.146, -2.456], [2.526, -2.615, 2.372], [-0.169, 2.522, -0.234], [0.411, -5.057, -1.200], [0.012, 2.570, 3.252], [0.462, -3.331, 2.545], [-2.591, 2.422, 2.877], [3.474, 0.814, -0.457], [2.979, -4.153, -1.473], [1.372, -0.018, -1.334], [1.784, -0.838, -3.595], [-1.613, 2.300, 1.890], [0.633, -5.008, 0.134], [-3.378, 2.337, 0.158], [3.529, -0.941, -0.795], [0.074, -0.982, -3.093], [-2.707, 2.184, -2.203], [1.386, 2.397, -1.455], [-1.196, -0.118, 3.546], [1.093, 1.628, -2.185], [1.113, -1.107, -2.769], [1.688, -3.640, 2.028], [0.235, 1.873, -4.790], [-1.347, -0.757, 0.133], [1.108, -6.216, 0.541], [-3.990, 2.328, -3.923], [2.865, -0.222, 2.318], [-0.589, 1.935, -4.076], [1.113, -2.719, -0.185], [1.787, 1.686, -3.033], [-1.916, 2.106, -4.517], [-4.698, 2.601, 3.315], [-0.132, 2.236, 2.217], [-2.955, 2.209, -3.605], [-4.720, 2.446, -1.517], [-4.341, 2.470, 1.196], [-2.116, 2.150, -5.592], [-2.021, 2.257, 0.543], [-3.678, 2.337, -1.208], [2.369, 0.748, 2.468]], "multiplicity": 5, "e_tot_ha": -2810.014909, "e_above_lowest_kcal_mol": 0.0, "gap_ev": [5.8, 5.8], "total_charge": 2}


{"formula": "C9H17N4O2", "method": "ωB97M-V/def2-TZVPD", "symbols": ["C", "N", "C", "C", "H", "C", "H", "H", "H", "H", "H", "H", "H", "N", "H", "C", "H", "O", "C", "N", "H", "H", "O", "H", "C", "H", "H", "N", "C", "H", "C", "H"], "coordinates": [[-3.755, 0.704, -0.499], [1.459, 1.268, -0.843], [-0.592, -2.665, 0.037], [1.866, -1.058, 0.729], [0.458, 2.896, -0.166], [0.197, 1.856, -0.474], [0.534, 1.699, 2.185], [-3.905, 0.320, -1.543], [-4.101, 1.725, -0.352], [-3.914, 0.080, 0.373], [-0.901, -2.257, 1.011], [0.337, -3.263, 0.311], [2.559, -0.078, -1.982], [1.124, -1.039, -0.619], [2.627, 2.103, 0.691], [2.345, 1.184, 0.287], [3.307, 0.840, -0.032], [-2.268, 0.901, -0.504], [0.443, 0.758, 1.616], [1.798, 0.265, 1.248], [-1.200, -3.261, -0.548], [-0.047, 0.117, 2.420], [-2.025, -0.358, 1.367], [0.927, 0.086, -2.388], [-1.594, 0.385, 0.504], [-0.501, -1.426, -1.760], [2.834, -1.477, 0.669], [-0.402, 0.950, 0.485], [0.006, -1.594, -0.792], [-0.568, 1.984, -1.337], [1.598, 0.064, -1.533], [1.353, -1.711, 1.440]], "e_tot_ha": -722.341845, "e_above_lowest_kcal_mol": 12.1, "gap_ev": 9.1, "smiles": "CC=[N+]1CN2CN(CN(C(=O)OC)C2)C1", "total_charge": 1}


{"formula": "C7H7NO3", "method": "ωB97M-V/def2-TZVPD", "symbols": ["C", "N", "O", "H", "C", "H", "C", "H", "C", "C", "C", "O", "H", "O", "H", "H", "H", "C"], "coordinates": [[0.226, -0.176, -1.856], [-3.122, 1.355, -0.092], [0.931, 0.688, -1.118], [2.896, -1.894, -0.939], [0.976, -1.300, -1.970], [0.606, -2.279, -2.182], [2.111, 0.120, -0.779], [0.097, 1.637, 0.713], [2.157, -1.156, -1.217], [-1.471, 0.934, 1.868], [-2.382, 1.335, 0.799], [-0.250, 1.688, 1.725], [-1.679, 1.115, 2.868], [-2.049, -1.418, 2.025], [-0.500, 0.158, -2.525], [2.899, 0.604, -0.291], [-0.217, -0.803, 1.302], [-1.228, -0.608, 1.669]], "e_tot_ha": -551.303423, "e_above_lowest_kcal_mol": 89.2, "gap_ev": 9.8, "smiles": "N#C[C@H](O)C=O.c1ccoc1"}


{"formula": "C2H3NO2", "method": "ωB97M-V/def2-TZVPD", "symbols": ["C", "C", "H", "O", "H", "N", "H", "O"], "coordinates": [[0.737, 1.425, -0.798], [-0.955, -1.313, 0.659], [-1.090, -0.946, 1.732], [1.311, 2.415, -0.293], [0.496, 1.215, -1.761], [-0.072, -0.761, -0.352], [-1.032, -2.389, 0.473], [0.605, 0.353, 0.340]], "e_tot_ha": -283.083147, "e_above_lowest_kcal_mol": 109.7, "gap_ev": 10.0, "smiles": "C=NOC=O"}


{"formula": "C5H8O", "method": "ωB97M-V/def2-TZVPD", "symbols": ["H", "C", "H", "C", "H", "C", "O", "H", "H", "C", "H", "H", "H", "C"], "coordinates": [[0.626, -2.175, -0.950], [0.057, 1.702, 0.057], [-1.524, 0.333, 0.996], [-0.530, 0.701, 1.025], [-0.210, -2.438, 0.589], [-0.397, -0.428, -0.215], [1.345, 1.158, -0.281], [0.010, 0.635, 1.979], [-0.001, 2.785, -0.044], [0.366, -1.707, 0.006], [0.167, 0.852, -2.059], [-1.399, -0.658, -0.655], [1.278, -1.461, 0.546], [0.213, 0.702, -0.993]], "e_tot_ha": -270.440745, "e_above_lowest_kcal_mol": 73.5, "gap_ev": 11.1, "smiles": "C[C@H]1C[C@H]2O[C@@H]12"}


Repeat the sixth record exactly.
{"formula": "C7H7NO3", "method": "ωB97M-V/def2-TZVPD", "symbols": ["C", "N", "O", "H", "C", "H", "C", "H", "C", "C", "C", "O", "H", "O", "H", "H", "H", "C"], "coordinates": [[0.226, -0.176, -1.856], [-3.122, 1.355, -0.092], [0.931, 0.688, -1.118], [2.896, -1.894, -0.939], [0.976, -1.300, -1.970], [0.606, -2.279, -2.182], [2.111, 0.120, -0.779], [0.097, 1.637, 0.713], [2.157, -1.156, -1.217], [-1.471, 0.934, 1.868], [-2.382, 1.335, 0.799], [-0.250, 1.688, 1.725], [-1.679, 1.115, 2.868], [-2.049, -1.418, 2.025], [-0.500, 0.158, -2.525], [2.899, 0.604, -0.291], [-0.217, -0.803, 1.302], [-1.228, -0.608, 1.669]], "e_tot_ha": -551.303423, "e_above_lowest_kcal_mol": 89.2, "gap_ev": 9.8, "smiles": "N#C[C@H](O)C=O.c1ccoc1"}